Record 1
Molecular formula: C18H41N6OP2Pm
Method: DFT, ωB97M-V/def2-TZVPD

## Properties
Multiplicity = 5
Gap between HOMO and LUMO (alpha / beta) = 7.4 / 7.6 eV
HOMO energy (alpha / beta) = -13.9 / -14.0 eV
LUMO (alpha / beta) = -6.523 / -6.401 eV
⟨S²⟩ = 6.009
Charge = +2

Element x y z (Å)
Pm1 0.32870 -0.14342 0.00105
P1 -0.52704 1.74330 -1.80156
P2 -0.47262 -2.37706 1.43447
N1 -2.32432 -0.16910 -0.06928
C1 -2.17264 2.15416 -1.09453
H1 -2.13811 3.19870 -0.73839
H2 -2.88667 2.11253 -1.92969
C2 -2.70918 1.26319 0.05048
H3 -2.37864 1.66641 1.02204
H4 -3.81116 1.27306 0.10140
C3 -3.01566 -1.13821 0.86950
H5 -3.39944 -1.96175 0.23539
H6 -3.87839 -0.62188 1.32810
C4 -2.09386 -1.70841 1.97681
H7 -2.63259 -2.48525 2.54591
H8 -1.87042 -0.89487 2.69289
C5 0.78594 -2.73719 2.78572
C6 1.69534 -1.50676 2.99946
H9 1.16513 -0.66270 3.45435
H10 2.14747 -1.16146 2.05113
H11 2.54423 -1.75863 3.65272
C7 -0.81465 -3.90536 0.48732
C8 0.37664 -4.35641 -0.38458
H12 -0.02215 -4.71672 -1.34332
H13 0.96149 -5.16081 0.07196
H14 1.05481 -3.52940 -0.63968
C9 -0.54925 1.47382 -3.62135
C10 0.84743 1.34499 -4.25915
H15 0.71669 0.84428 -5.22977
H16 1.50561 0.70276 -3.66081
H17 1.35882 2.30166 -4.42675
C11 0.66703 3.11232 -1.39958
C12 2.15312 2.70789 -1.49755
H18 2.75587 3.46409 -0.96991
H19 2.49226 2.65707 -2.53908
H20 2.39775 1.74983 -1.00776
C13 2.42168 -1.08598 -1.12921
C14 -1.39485 -4.98085 1.41417
H21 -1.37494 -4.70039 2.47723
H22 -2.45362 -5.13948 1.15951
H23 -0.87774 -5.93897 1.29704
C15 -1.49565 2.43203 -4.35003
H24 -1.07539 2.73480 -5.31839
H25 -2.44487 1.89997 -4.50616
H26 -1.74311 3.34085 -3.78542
C16 0.36287 4.38112 -2.18360
H27 1.05658 5.17162 -1.86341
H28 0.48841 4.23971 -3.26291
H29 -0.65498 4.74763 -1.99645
C17 1.69141 -3.96192 2.58810
H30 2.30505 -3.90236 1.67966
H31 2.39506 -4.01637 3.43662
H32 1.13230 -4.90178 2.56057
H33 0.16036 -2.90886 3.67751
H34 0.47625 3.32532 -0.33678
H35 -1.60542 -3.56801 -0.20106
H36 -0.99652 0.46591 -3.68027
O1 3.40777 -1.42587 -1.63262
H37 -2.57595 -0.46850 -1.02042
H38 -0.24183 -1.31331 -1.56693
N2 3.16579 3.41855 2.96502
N3 2.03307 2.60014 2.76194
N4 0.95513 2.75607 3.57030
C18 0.02973 2.01141 2.92569
N5 0.50407 1.47207 1.77387
N6 1.80054 1.91870 1.65511
H39 4.02046 3.06421 2.54392
H40 3.25071 3.66831 3.93919
H41 -0.97995 1.88957 3.26028

Mulliken population analysis, charges in e, atoms 1 to 8: Pm 0.3890; P 0.4379; P -0.3835; N -0.0702; C -1.0134; H 0.4429; H 0.5047; C -0.7797

Record 2
Molecular formula: C18H42AlCl2O
Method: DFT, ωB97M-V/def2-TZVPD

## Properties
Gap between HOMO and LUMO = 7.6 eV
HOMO energy = -5.1 eV
LUMO = 2.491 eV
Charge = -1

Element x y z (Å)
C1 6.69297 -3.65029 0.08641
C2 5.79905 -3.14532 -1.01095
O1 5.04394 -4.23119 -1.54029
C3 4.95231 -1.97939 -0.54594
Al1 3.41949 -2.34210 0.75311
C4 2.54458 -4.18202 0.60962
Cl1 3.63576 -5.49073 1.22554
C5 1.94034 -4.43387 -0.76595
C6 0.55386 -3.79894 -0.84881
Cl2 1.75997 -6.19364 -1.22325
H1 7.15166 -4.58170 -0.22276
H2 6.16577 -3.74842 1.02708
H3 7.48837 -2.92500 0.20166
H4 6.46788 -2.79302 -1.80752
H5 4.78827 -4.02722 -2.45090
H6 4.57381 -1.40888 -1.39364
H7 5.62439 -1.31046 -0.01314
H8 2.24281 -1.26277 0.39365
H9 3.80999 -2.06771 2.30350
H10 1.72138 -4.18998 1.30801
H11 2.55326 -3.98733 -1.53189
H12 0.63860 -2.83887 -1.34585
H13 -0.12829 -4.40558 -1.41709
H14 0.15563 -3.59362 0.13195
C7 0.90726 5.07116 -1.31517
C8 0.20150 4.45719 -0.10956
C9 1.09973 3.53481 0.71481
C10 1.63060 2.31036 -0.03442
C11 0.55552 1.40446 -0.62831
C12 -0.35851 0.79075 0.42512
H15 1.25070 4.30705 -2.01325
H16 0.23514 5.73563 -1.86234
H17 1.77391 5.65648 -1.00006
H18 -0.68647 3.91373 -0.44437
H19 -0.15976 5.26212 0.53763
H20 0.54979 3.20863 1.60182
H21 1.95333 4.11135 1.08724
H22 2.24601 1.72093 0.65017
H23 2.30181 2.63548 -0.83505
H24 1.04860 0.59746 -1.17408
H25 -0.04399 1.95320 -1.36419
H26 0.21928 0.19376 1.13186
H27 -1.09467 0.13572 -0.04579
H28 -0.90833 1.55560 0.98136
C13 -5.47713 0.16554 2.76079
C14 -5.49067 1.53760 2.09328
C15 -6.23345 1.55546 0.75745
C16 -5.63542 0.64985 -0.32088
C17 -4.17232 0.93564 -0.65642
C18 -3.93905 2.33633 -1.21519
H29 -4.97030 -0.57897 2.14616
H30 -4.95489 0.20575 3.71763
H31 -6.49482 -0.18428 2.94850
H32 -4.46397 1.88674 1.95675
H33 -5.96946 2.25514 2.76532
H34 -6.27444 2.58441 0.38896
H35 -7.27342 1.25596 0.92535
H36 -6.23679 0.74871 -1.23063
H37 -5.72954 -0.39490 -0.01239
H38 -3.83537 0.20198 -1.39296
H39 -3.54493 0.78666 0.22543
H40 -4.51626 2.49153 -2.12960
H41 -2.88429 2.48288 -1.45441
H42 -4.22070 3.11016 -0.49909

Mulliken population analysis, charges in e, atoms 1 to 8: C -1.5017; C 0.3237; O -0.5191; C -0.9811; Al -0.3037; C -0.6440; Cl -0.2522; C 0.5219

Record 3
Molecular formula: C18H42BrF4IN13O8
Method: DFT, ωB97M-V/def2-TZVPD

## Properties
Gap between HOMO and LUMO = 7.8 eV
HOMO energy = -10.7 eV
LUMO = -2.940 eV
Energy above the lowest of the compared OMol25 structures with the same formula, charge and spin = 90.1 kJ/mol
Charge = +1

Element x y z (Å)
C1 0.82892 -3.43624 -4.68613
C2 0.26264 -3.58371 -3.25567
C3 1.37444 -3.82706 -2.19745
C4 2.16268 -2.50978 -1.99552
O1 3.25948 -2.37762 -2.87558
C5 4.50242 -2.63874 -2.30825
I1 5.62581 -0.81857 -1.88116
C6 4.45976 -3.60262 -1.12024
N1 3.59553 -3.10061 0.02193
F1 4.46715 -2.39157 0.83083
C7 3.11550 -4.30004 0.78463
C8 2.98715 -4.08174 2.30270
C9 1.79151 -4.79195 2.93104
F2 2.12659 -5.89365 3.53870
F3 1.30790 -3.99415 3.88833
F4 0.79076 -5.00749 2.09140
C10 2.53193 -2.19400 -0.51984
C11 1.25942 -2.05370 0.32446
C12 1.44450 -1.12332 1.51719
O2 2.44944 -0.63624 1.81933
Br1 -0.15804 -0.72159 2.53534
H1 0.08208 -3.83512 -5.37180
H2 0.98763 -2.37675 -4.88924
H3 1.74268 -4.02475 -4.76962
H4 -0.37887 -2.75192 -2.94426
H5 -0.37340 -4.47487 -3.20807
H6 0.84119 -4.14173 -1.29526
H7 1.99145 -4.62960 -2.61182
H8 1.46555 -1.70844 -2.25892
H9 5.09157 -3.13447 -3.07934
H10 4.13193 -4.58014 -1.47679
H11 5.47096 -3.66098 -0.71960
H12 2.20941 -4.66413 0.29999
H13 3.86397 -5.07844 0.63736
H14 3.87768 -4.50654 2.76751
H15 2.95900 -3.04051 2.62035
H16 2.98183 -1.19540 -0.55624
H17 0.53258 -1.53074 -0.30929
H18 0.77287 -2.98962 0.60575
C13 -2.24868 3.12831 2.91390
O3 -3.22531 2.39289 2.93342
N2 -0.97412 2.63262 2.93399
N3 -2.34260 4.48102 2.86873
H19 -0.15164 3.20621 2.91974
H20 -0.87559 1.63249 2.96746
H21 -3.26560 4.87984 2.85016
H22 -1.55023 5.09644 2.85223
C14 -7.12158 3.43406 2.14462
O4 -8.21697 3.69862 1.69238
N4 -6.18153 2.72940 1.45326
N5 -6.72462 3.82115 3.39896
H23 -5.27316 2.50746 1.82239
H24 -6.42462 2.42295 0.52963
H25 -7.38360 4.34413 3.94849
H26 -5.82168 3.61167 3.78383
C15 3.73789 2.74926 -0.86932
O5 3.39848 2.09651 -1.84411
N6 3.60590 2.28806 0.41172
N7 4.27958 3.99263 -0.97881
H27 3.88161 2.81091 1.22188
H28 3.21289 1.37386 0.53503
H29 4.39246 4.36382 -1.90507
H30 4.56651 4.54718 -0.19412
C16 -1.98864 6.09956 -0.30023
O6 -2.44247 6.66721 0.67738
N8 -1.39382 4.86983 -0.22137
N9 -2.03631 6.64136 -1.55011
H31 -1.01191 4.38163 -1.00904
H32 -1.34542 4.44663 0.68752
H33 -2.46799 7.54334 -1.64180
H34 -1.67010 6.19125 -2.36717
C17 -7.60456 0.87146 6.25531
O7 -8.68409 1.42520 6.20415
N10 -6.48707 1.38161 5.65468
N11 -7.41519 -0.31006 6.91944
H35 -5.58718 0.94143 5.68555
H36 -6.59022 2.24790 5.15632
H37 -8.21501 -0.71292 7.37226
H38 -6.53392 -0.78336 6.97443
C18 2.64586 -1.08487 -7.25998
O8 3.06121 -2.22956 -7.25537
N12 2.83116 -0.23070 -6.20590
N13 1.95994 -0.55439 -8.31260
H39 2.49818 0.71479 -6.18953
H40 3.33307 -0.58433 -5.41182
H41 1.80432 -1.15083 -9.10513
H42 1.61080 0.38492 -8.33410

Mulliken population analysis, charges in e, atoms 1 to 8: C -0.9921; C -0.9927; C -0.8302; C -0.3100; O -0.4420; C -0.8884; I 0.1305; C -0.6214

Record 4
Molecular formula: C18H42CaFN6O6
Method: DFT, ωB97M-V/def2-TZVPD

## Properties
Gap between HOMO and LUMO = 8.8 eV
HOMO energy = -10.5 eV
LUMO = -1.690 eV
Energy above the lowest of the compared OMol25 structures with the same formula, charge and spin = 196.0 kJ/mol
Charge = +1

Element x y z (Å)
Ca1 -0.65374 0.36250 0.00852
F1 -2.30405 2.01175 -0.29369
C1 2.73722 3.09412 -1.22680
C2 2.47101 2.23422 -0.03551
O1 1.33898 1.78071 0.24230
N1 3.57237 1.92305 0.62186
C3 3.62250 0.89134 1.66717
H1 3.43285 2.57748 -1.88808
H2 3.14852 4.07854 -1.00354
H3 1.78808 3.26996 -1.73309
H4 4.45919 2.08308 0.16576
H5 4.47091 0.26827 1.38417
H6 2.69268 0.32255 1.67078
H7 3.77033 1.29576 2.66851
C4 -3.53499 -2.57977 -0.52862
C5 -2.89136 -1.54584 -1.47980
O2 -1.74075 -1.08849 -1.32831
N2 -3.69672 -1.13413 -2.50943
C6 -3.23007 -0.28038 -3.64295
H8 -3.90373 -3.45058 -1.07068
H9 -4.37906 -2.02953 -0.11284
H10 -2.82585 -2.90520 0.23251
H11 -4.48435 -1.73874 -2.69428
H12 -2.94357 0.68774 -3.23214
H13 -3.96891 -0.12888 -4.42988
H14 -2.36864 -0.84478 -4.00000
C7 -0.22736 3.01965 -3.42531
C8 0.18412 1.56205 -3.22809
O3 -0.10181 1.01703 -2.17020
N3 0.69244 0.91664 -4.25620
C9 0.84012 -0.54009 -4.40739
H15 -0.44656 3.58911 -2.52212
H16 -1.16394 2.99272 -3.98226
H17 0.55566 3.50840 -4.00506
H18 0.83467 1.46841 -5.09012
H19 0.15957 -1.05819 -3.73173
H20 1.86031 -0.82899 -4.15466
H21 0.60810 -0.82902 -5.43247
C10 0.93813 1.87930 3.88441
C11 -0.37742 1.70730 3.15218
O4 -0.45315 1.19890 2.03935
N4 -1.36955 2.25523 3.82581
C12 -2.67410 2.41333 3.32497
H22 1.40068 0.92015 4.11718
H23 0.78314 2.26469 4.89216
H24 1.68733 2.42516 3.31097
H25 -1.08860 2.70532 4.68523
H26 -2.60409 2.59161 2.25193
H27 -3.22400 3.20940 3.82694
H28 -3.18269 1.45010 3.36518
C13 -2.95099 -1.52076 3.18144
C14 -1.53833 -1.62031 2.68251
O5 -1.35169 -1.33517 1.52214
N5 -0.66625 -1.97482 3.58655
C15 0.73956 -2.21763 3.27252
H29 -2.96262 -0.65736 3.84666
H30 -3.31040 -2.31707 3.83321
H31 -3.62699 -1.38065 2.33794
H32 -0.88517 -2.24698 4.53424
H33 1.25776 -1.47445 2.66650
H34 0.86423 -3.20685 2.83205
H35 1.33628 -2.15848 4.18275
C16 0.54806 -3.33597 -0.58904
C17 1.49214 -2.13297 -0.61363
O6 1.17905 -1.08224 -0.04684
N6 2.65539 -2.31543 -1.28446
C18 3.60321 -1.17495 -1.47580
H36 -0.39868 -3.20989 -0.06380
H37 1.10830 -4.10375 -0.05542
H38 0.38977 -3.64294 -1.62287
H39 2.88122 -3.15844 -1.79283
H40 4.19155 -1.05910 -0.56556
H41 3.01169 -0.29829 -1.73977
H42 4.22296 -1.36867 -2.35129

Mulliken population analysis, charges in e, atoms 1 to 8: Ca 2.7195; F -0.9291; C -1.1873; C 0.5034; O -0.3408; N -0.1052; C -0.7416; H 0.4521

> What is the charge in the fourth record?

+1